Entry 1:
Here is a cluster of 8 separate species, C26H50Cl6O10S4 in total at a distorted geometry from the OMol25 dataset. Energies are from ωB97M-V/def2-TZVPD.

Structure (ORCA input):
```
! wB97M-V def2-TZVPD RIJCOSX def2/J DEFGRID3
* xyz 0 1
O 6.34 2.06 -3.89
S 5.36 2.84 -3.16
O 5.58 4.24 -2.89
C 3.72 2.55 -3.80
C 2.88 1.87 -2.70
C 3.52 2.22 -1.36
C 5.04 2.08 -1.51
H 3.79 1.92 -4.69
H 3.33 3.52 -4.10
H 1.83 2.14 -2.80
H 3.01 0.79 -2.81
H 3.20 1.63 -0.50
H 3.32 3.27 -1.15
H 5.39 1.05 -1.62
H 5.63 2.64 -0.80
O -1.68 -5.64 -2.28
S -0.56 -5.05 -1.56
O -0.15 -3.67 -1.71
C -0.68 -5.54 0.19
C 0.08 -6.85 0.29
C 1.37 -6.55 -0.49
C 0.94 -6.02 -1.87
H -1.71 -5.48 0.52
H -0.11 -4.75 0.68
H 0.28 -7.14 1.32
H -0.51 -7.67 -0.13
H 2.05 -7.39 -0.58
H 1.95 -5.77 -0.01
H 0.64 -6.85 -2.51
H 1.66 -5.39 -2.38
O 5.05 -1.66 4.34
S 3.88 -2.42 3.94
O 2.73 -2.42 4.81
C 3.30 -1.92 2.27
C 2.78 -3.22 1.68
C 3.78 -4.34 2.04
C 4.27 -4.14 3.48
H 4.20 -1.73 1.68
H 2.62 -1.09 2.30
H 1.75 -3.46 1.95
H 2.70 -3.14 0.59
H 4.64 -4.26 1.37
H 3.35 -5.32 1.86
H 5.35 -4.24 3.54
H 3.77 -4.76 4.22
O -4.02 6.60 -0.32
S -3.92 5.34 0.39
O -4.72 4.99 1.54
C -3.95 3.99 -0.86
C -2.48 3.59 -1.06
C -1.78 3.73 0.30
C -2.14 5.13 0.80
H -4.41 4.42 -1.74
H -4.55 3.17 -0.47
H -2.42 2.58 -1.45
H -2.05 4.23 -1.83
H -0.72 3.66 0.08
H -2.15 3.00 1.02
H -1.63 5.91 0.24
H -2.09 5.40 1.85
O 1.55 -0.54 0.17
C 0.36 -0.51 0.07
C -0.66 -1.50 0.59
C -1.86 -1.18 -0.27
C -1.68 0.25 -0.78
O -0.25 0.50 -0.59
H -0.16 -2.46 0.52
H -0.84 -1.34 1.65
H -1.98 -1.85 -1.12
H -2.78 -1.27 0.32
H -1.84 0.40 -1.84
H -2.24 0.95 -0.16
Cl -5.92 0.93 -1.79
C -5.96 1.18 -3.56
C -4.89 0.32 -4.22
Cl -3.28 1.12 -4.17
H -5.82 2.23 -3.80
H -6.96 0.91 -3.90
H -5.14 0.18 -5.27
H -4.81 -0.62 -3.68
Cl -4.88 0.97 1.41
C -4.44 1.98 2.79
C -3.32 1.37 3.62
Cl -1.94 0.82 2.60
H -5.31 2.12 3.44
H -4.11 2.97 2.50
H -3.60 0.50 4.22
H -2.91 2.06 4.35
Cl 1.14 2.26 3.87
C 0.74 2.69 2.21
C 1.45 3.91 1.70
Cl 1.06 5.38 2.63
H -0.33 2.83 2.24
H 1.06 1.84 1.61
H 1.36 4.08 0.63
H 2.54 3.82 1.79
*
```

Computed properties:
E_LUMO: 0.17 eV
Frontier orbital gap: 10.341 eV
HOMO: -0.3738 Eh
SMILES string: O=S1(=O)CCCC1.O=S1(=O)CCCC1.O=S1(=O)CCCC1.O=S1(=O)CCCC1.O=C1CCCO1.ClCCCl.ClCCCl.ClCCCl

***

Entry 2:
Here is a structure of composition C32H57BBrF3N3O7 at a distorted geometry from the OMol25 dataset. Energies are from ωB97M-V/def2-TZVPD.

Structure (ORCA input):
```
! wB97M-V def2-TZVPD RIJCOSX def2/J DEFGRID3
* xyz 1 1
C 0.75 1.62 4.04
C 0.91 2.09 2.96
C 1.20 2.62 1.63
C 0.74 1.77 0.44
C 1.11 2.63 -0.82
C 0.75 4.12 -0.96
C -0.57 4.78 -0.55
C -1.77 4.51 -1.47
C -2.81 5.65 -1.44
C -3.91 5.51 -0.40
O -3.53 6.20 0.80
C -4.55 6.37 1.70
C -4.90 5.21 2.58
O -5.10 7.41 1.79
C -0.80 1.60 0.34
C -1.73 1.77 1.53
N -1.73 3.09 2.15
C -0.85 0.07 -0.02
O -2.08 -0.57 0.07
C -2.48 -1.24 -1.11
C -3.69 -2.14 -0.83
C -4.61 -1.46 0.20
C -3.22 -3.56 -0.41
C -3.00 -4.44 -1.66
C -4.23 -4.27 0.49
C 0.26 -0.47 0.89
C 0.26 -2.00 0.91
C -0.76 -2.48 1.96
C -0.36 -2.42 3.38
O -0.44 -3.65 2.65
N 1.44 0.36 0.38
B 2.64 0.22 1.40
N 2.54 -0.62 2.58
O 3.68 1.07 1.20
C 1.95 -0.29 -0.87
Br 3.22 -1.74 -0.34
C 2.68 0.44 -2.00
C 4.01 1.14 -1.74
H 0.64 1.22 5.02
H 0.66 3.56 1.58
H 2.25 2.88 1.54
H 0.74 2.09 -1.69
H 2.19 2.59 -0.88
H 1.55 4.70 -0.49
H 0.87 4.35 -2.02
H -0.37 5.84 -0.68
H -0.84 4.70 0.50
H -1.43 4.34 -2.49
H -2.31 3.62 -1.16
H -3.31 5.66 -2.40
H -2.33 6.60 -1.24
H -4.84 5.93 -0.77
H -4.13 4.46 -0.17
H -5.22 4.34 2.00
H -5.72 5.50 3.22
H -4.05 4.95 3.22
H -1.18 2.06 -0.56
H -1.55 1.03 2.31
H -2.74 1.54 1.16
H -2.34 3.73 1.68
H -1.96 3.05 3.13
H -0.58 0.09 -1.08
H -1.68 -1.88 -1.49
H -2.75 -0.53 -1.90
H -4.25 -2.26 -1.76
H -5.61 -1.87 0.13
H -4.67 -0.40 -0.04
H -4.22 -1.58 1.20
H -2.28 -3.52 0.15
H -2.09 -5.03 -1.58
H -3.82 -5.16 -1.75
H -2.99 -3.86 -2.58
H -4.33 -3.81 1.47
H -5.19 -4.33 -0.02
H -3.89 -5.30 0.66
H 0.06 -0.17 1.91
H -0.04 -2.46 -0.03
H 1.17 -2.46 1.27
H -1.81 -2.29 1.73
H 0.64 -2.15 3.64
H -1.22 -2.25 4.02
H 3.34 -1.22 2.68
H 2.39 -0.08 3.43
H 3.97 1.38 2.07
H 1.19 -0.89 -1.36
H 2.04 1.11 -2.56
H 2.90 -0.36 -2.72
H 4.39 1.48 -2.71
H 3.95 2.02 -1.10
H 4.78 0.49 -1.33
C 4.05 -5.40 -2.07
C 5.33 -4.64 -1.82
O 6.46 -5.52 -1.73
C 6.93 -5.97 -2.88
O 6.53 -5.70 -3.97
C 8.15 -6.88 -2.62
F 7.89 -7.77 -1.66
F 9.19 -6.14 -2.23
F 8.48 -7.54 -3.72
H 3.90 -6.16 -1.31
H 3.19 -4.72 -2.07
H 4.07 -5.90 -3.04
H 5.29 -4.13 -0.86
H 5.51 -3.89 -2.59
*
```

Computed properties:
E_LUMO: -2.77 eV
Frontier orbital gap: 9.359 eV
HOMO: -0.4456 Eh

***

Entry 3:
Here is a structure of composition C34H35F6LuN2OP2SbSeSi at a distorted geometry from the OMol25 dataset. Energies are from ωB97M-V/def2-TZVPD.

Structure (ORCA input):
```
! wB97M-V def2-TZVPD RIJCOSX def2/J DEFGRID3
* xyz 2 2
Lu -1.48 -0.11 -1.54
C -3.79 -1.25 2.46
Si -4.00 0.14 1.13
C -5.74 0.05 0.38
C -3.90 1.78 2.06
O -2.78 -0.05 0.03
H -4.56 -1.14 3.21
H -2.80 -1.19 2.95
H -3.91 -2.22 2.00
H -6.47 -0.08 1.20
H -5.79 -0.75 -0.36
H -5.98 1.04 -0.10
H -4.64 1.79 2.85
H -4.08 2.65 1.41
H -2.91 1.90 2.51
Se 0.02 3.09 -2.12
N -1.43 2.07 -1.84
C -2.55 2.74 -2.19
C -3.86 2.20 -2.19
C -4.88 3.03 -2.62
C -4.62 4.34 -2.97
C -3.36 4.92 -3.03
C -2.26 4.10 -2.64
N -0.96 4.42 -2.68
H -4.03 1.19 -1.83
H -5.92 2.69 -2.70
H -5.52 4.93 -3.18
H -3.19 5.94 -3.38
F -0.70 -1.79 -2.97
Sb -2.20 -1.75 -4.36
F -1.79 0.16 -3.87
F -1.07 -1.74 -5.86
F -3.66 -1.26 -5.45
F -2.52 -3.59 -4.42
F -3.07 -1.42 -2.53
C 2.66 -1.60 0.45
P 0.89 -1.20 -0.01
C 0.52 -0.34 1.52
C 0.16 -1.02 2.69
C -0.33 -0.30 3.78
C -0.34 1.09 3.75
C 0.17 1.79 2.61
C 0.57 1.07 1.49
C 0.15 -2.85 0.05
C 0.69 -3.97 -0.67
C -0.10 -4.99 -1.16
C -1.45 -5.05 -0.75
C -1.94 -4.09 0.16
C -1.16 -2.97 0.51
P 4.02 -0.90 -0.62
C 3.76 0.87 -0.36
C 3.78 1.40 0.92
C 3.61 2.76 1.14
C 3.55 3.64 0.02
C 3.50 3.08 -1.29
C 3.62 1.70 -1.46
C 5.47 -1.17 0.46
C 6.53 -0.24 0.52
C 7.62 -0.46 1.36
C 7.75 -1.67 2.08
C 6.69 -2.57 2.04
C 5.59 -2.35 1.20
H 2.79 -2.68 0.44
H 2.83 -1.28 1.47
H 0.31 -2.10 2.74
H -0.64 -0.83 4.69
H -0.79 1.68 4.54
H 0.29 2.87 2.66
H 0.88 1.62 0.59
H 1.80 -3.99 -0.85
H 0.34 -5.72 -1.81
H -2.12 -5.85 -1.10
H -2.93 -4.18 0.56
H -1.56 -2.23 1.19
H 3.97 0.78 1.81
H 3.53 3.13 2.15
H 3.50 4.72 0.17
H 3.38 3.73 -2.18
H 3.56 1.31 -2.48
H 6.53 0.67 -0.09
H 8.36 0.33 1.46
H 8.70 -1.87 2.62
H 6.78 -3.46 2.64
H 4.90 -3.16 1.01
*
```

Computed properties:
E_LUMO (spin up / spin down): -6.43 / -9.44 eV
Frontier orbital gap (spin up / spin down): 7.465 / 4.455 eV
HOMO (spin up / spin down): -0.5107 / -0.5108 Eh
⟨S²⟩: 0.77

***

Entry 4:
Here is a cluster of 10 separate species, C24H68BO11S9 in total at a distorted geometry from the OMol25 dataset. Energies are from ωB97M-V/def2-TZVPD.

Structure (ORCA input):
```
! wB97M-V def2-TZVPD RIJCOSX def2/J DEFGRID3
* xyz -1 1
C -5.40 -5.51 -4.42
C -4.77 -5.31 -3.03
C -4.62 -3.83 -2.65
C -3.57 -3.08 -3.47
B -3.05 -1.71 -2.79
O -1.73 -1.26 -3.43
C -0.80 -1.14 -2.36
C -1.71 -0.86 -1.19
O -2.67 -1.87 -1.33
H -5.66 -4.56 -4.87
H -4.70 -6.00 -5.11
H -6.30 -6.13 -4.38
H -3.78 -5.77 -3.00
H -5.40 -5.79 -2.27
H -4.36 -3.77 -1.59
H -5.60 -3.36 -2.78
H -3.97 -2.84 -4.46
H -2.69 -3.74 -3.60
H -3.90 -0.80 -2.88
H -0.07 -0.36 -2.61
H -0.35 -2.13 -2.22
H -1.26 -0.85 -0.19
H -2.22 0.09 -1.43
C -6.81 2.54 -4.07
S -6.80 0.89 -3.35
O -8.13 0.72 -2.68
C -5.59 1.24 -2.09
H -7.54 2.54 -4.88
H -7.10 3.26 -3.30
H -5.82 2.76 -4.45
H -5.94 2.07 -1.47
H -4.65 1.49 -2.57
H -5.46 0.34 -1.51
C 4.81 -1.19 -2.73
S 3.02 -1.40 -2.83
O 2.50 -1.01 -1.50
C 3.04 -3.19 -2.88
H 5.00 -0.12 -2.64
H 5.18 -1.71 -1.84
H 5.27 -1.57 -3.63
H 3.53 -3.57 -1.98
H 3.56 -3.52 -3.78
H 2.00 -3.52 -2.91
C -1.79 5.45 -2.29
S -2.62 3.90 -2.65
O -3.68 3.72 -1.62
C -1.25 2.84 -2.19
H -2.49 6.27 -2.46
H -1.48 5.45 -1.25
H -0.92 5.56 -2.94
H -0.99 3.03 -1.15
H -0.41 3.04 -2.85
H -1.58 1.81 -2.31
C 2.23 6.98 0.85
S 2.47 6.41 -0.84
O 1.43 7.07 -1.68
C 1.93 4.73 -0.54
H 2.48 8.04 0.88
H 1.19 6.83 1.13
H 2.90 6.42 1.50
H 0.90 4.75 -0.17
H 2.61 4.27 0.17
H 1.97 4.20 -1.49
C 5.17 4.30 4.01
S 5.44 3.67 2.36
O 4.42 4.34 1.49
C 4.83 2.02 2.67
H 5.45 5.35 4.02
H 4.12 4.19 4.27
H 5.80 3.74 4.70
H 3.80 2.07 3.01
H 5.48 1.55 3.41
H 4.88 1.47 1.73
C -3.33 -3.87 2.65
S -3.11 -4.97 1.24
O -4.36 -4.89 0.45
C -3.21 -6.50 2.18
H -3.35 -2.86 2.25
H -4.27 -4.11 3.14
H -2.49 -3.99 3.33
H -4.15 -6.54 2.72
H -2.37 -6.56 2.88
H -3.15 -7.32 1.46
C 8.23 1.39 6.84
S 8.57 0.73 5.20
O 7.62 1.40 4.28
C 7.91 -0.91 5.51
H 8.52 2.43 6.84
H 7.16 1.30 7.05
H 8.82 0.84 7.58
H 6.87 -0.83 5.81
H 8.51 -1.40 6.28
H 7.99 -1.47 4.58
C -7.23 -9.21 3.75
S -5.69 -9.28 4.68
O -4.96 -8.03 4.39
C -4.93 -10.56 3.68
H -7.83 -8.42 4.19
H -7.00 -8.96 2.71
H -7.75 -10.16 3.83
H -4.87 -10.22 2.64
H -5.51 -11.48 3.76
H -3.92 -10.72 4.07
C 6.53 9.86 -0.84
S 6.05 8.52 0.24
O 7.04 8.47 1.34
C 6.45 7.19 -0.89
H 6.38 10.79 -0.30
H 7.58 9.75 -1.11
H 5.91 9.85 -1.73
H 7.51 7.25 -1.16
H 5.82 7.26 -1.78
H 6.25 6.25 -0.38
*
```

Computed properties:
E_LUMO: 1.26 eV
Frontier orbital gap: 4.903 eV
HOMO: -0.1340 Eh

***

Entry 5:
Here is a cluster of 9 separate species, C29H56N2O11S4 in total at a distorted geometry from the OMol25 dataset. Energies are from ωB97M-V/def2-TZVPD.

Structure (ORCA input):
```
! wB97M-V def2-TZVPD RIJCOSX def2/J DEFGRID3
* xyz 0 1
O -25.70 -19.44 26.57
S -24.95 -18.67 25.63
O -23.51 -18.89 25.42
C -25.81 -18.72 24.06
C -26.94 -17.77 24.10
C -26.46 -16.50 24.69
C -25.42 -16.82 25.76
H -26.03 -19.75 23.78
H -25.00 -18.40 23.40
H -27.41 -17.64 23.13
H -27.69 -18.23 24.75
H -27.32 -15.91 25.01
H -25.99 -15.96 23.87
H -25.83 -16.74 26.76
H -24.56 -16.16 25.68
O -27.85 -21.32 17.98
S -26.47 -20.99 17.89
O -25.77 -21.13 16.60
C -26.14 -19.27 18.60
C -25.35 -19.52 19.86
C -24.52 -20.89 19.75
C -25.53 -21.86 19.21
H -27.16 -18.89 18.73
H -25.56 -18.73 17.85
H -24.85 -18.59 20.14
H -25.99 -19.61 20.73
H -24.12 -21.10 20.75
H -23.77 -21.00 18.97
H -26.23 -22.03 20.02
H -25.24 -22.91 19.21
O -32.09 -16.90 17.11
S -32.39 -18.11 16.41
O -31.80 -18.39 15.06
C -32.00 -19.51 17.57
C -33.39 -19.78 18.14
C -34.40 -19.74 17.01
C -34.21 -18.42 16.26
H -31.26 -19.19 18.31
H -31.53 -20.30 16.99
H -33.37 -20.72 18.70
H -33.72 -19.09 18.91
H -35.36 -20.00 17.44
H -34.09 -20.52 16.31
H -34.67 -17.63 16.85
H -34.59 -18.26 15.26
O -32.98 -23.45 25.21
S -32.69 -24.55 24.28
O -31.32 -25.09 23.98
C -33.80 -25.94 24.81
C -34.59 -26.30 23.56
C -34.92 -24.91 22.81
C -33.55 -24.24 22.63
H -34.50 -25.61 25.58
H -33.22 -26.65 25.40
H -33.96 -26.88 22.88
H -35.39 -27.00 23.82
H -35.49 -24.32 23.53
H -35.39 -25.07 21.84
H -33.44 -23.24 22.21
H -33.00 -24.85 21.92
C -30.69 -23.94 20.32
C -31.55 -23.03 19.47
C -31.24 -23.06 17.94
O -32.56 -22.58 19.90
H -29.65 -23.71 20.10
H -30.89 -25.01 20.35
H -30.79 -23.65 21.37
H -31.41 -23.99 17.40
H -30.20 -22.80 17.73
H -31.72 -22.23 17.43
C -26.82 -22.98 23.50
C -26.66 -24.48 23.77
C -27.79 -25.46 23.28
O -25.73 -24.96 24.37
H -26.79 -22.83 22.42
H -25.87 -22.55 23.82
H -27.70 -22.52 23.95
H -28.84 -25.21 23.48
H -27.57 -26.49 23.55
H -27.57 -25.46 22.21
C -32.20 -17.40 21.40
C -31.69 -17.24 22.82
C -32.79 -17.41 23.91
O -30.57 -16.92 23.15
H -31.31 -17.49 20.78
H -32.63 -16.40 21.26
H -32.94 -18.20 21.38
H -32.55 -16.60 24.59
H -32.78 -18.39 24.39
H -33.77 -17.24 23.46
C -29.74 -20.88 22.41
C -29.31 -20.08 21.26
N -29.06 -19.41 20.33
H -30.46 -21.65 22.14
H -30.06 -20.19 23.18
H -28.93 -21.49 22.81
C -30.96 -22.46 27.62
C -29.85 -22.61 26.70
N -29.02 -22.65 25.97
H -30.61 -22.25 28.64
H -31.44 -23.43 27.61
H -31.58 -21.61 27.32
*
```

Computed properties:
E_LUMO: 0.07 eV
Frontier orbital gap: 9.356 eV
HOMO: -0.3414 Eh
SMILES string: O=S1(=O)CCCC1.O=S1(=O)CCCC1.O=S1(=O)CCCC1.O=S1(=O)CCCC1.CC(C)=O.CC(C)=O.CC(C)=O.CC#N.CC#N